1.
{"formula": "C4H7NO2", "method": "ωB97M-V with the def2-TZVPD basis set", "elements": ["O", "C", "C", "C", "C", "N", "O", "H", "H", "H", "H", "H", "H", "H"], "positions_angstrom": [[-1.19365, -0.91948, -2.48888], [-0.14007, -0.70979, -1.66190], [0.00608, 0.29730, -0.81324], [-0.23965, 1.57108, -0.09128], [0.79971, 0.60402, 0.40667], [0.48702, -0.08706, 1.96156], [-0.42388, -1.24074, 1.90268], [-1.77274, -0.19853, -2.22404], [0.43533, -1.69364, -1.70565], [-1.07058, 1.72931, 0.47682], [0.12577, 2.39568, -0.73916], [1.91421, 0.75211, 0.66053], [1.04984, -0.40910, 2.77376], [0.02261, -2.09119, 1.54213]], "nbo_charge": [-0.6556, 0.1890, -0.2072, -0.4216, -0.0407, -0.4182, -0.6159, 0.4752, 0.1913, 0.2323, 0.2272, 0.2293, 0.3764, 0.4387], "lumo_ev": 0.73, "smiles": "O/C=C1\\C[C@H]1NO", "homo_lumo_gap_ev": 9.224, "max_force_ev_per_a": 4.4, "homo_energy_ev": -8.5, "de_lowest_kcal_mol": 162.21, "multiplicity": 1}



2.
{"formula": "C13H24CrN2O11PSSb", "method": "ωB97M-V with the def2-TZVPD basis set", "elements": ["Cr", "O", "C", "O", "C", "O", "O", "C", "Sb", "C", "C", "H", "H", "H", "H", "H", "H", "H", "H", "H", "C", "O", "P", "O", "C", "O", "C", "H", "H", "H", "H", "H", "H", "H", "H", "H", "O", "S", "O", "O", "O", "N", "C", "C", "C", "C", "C", "N", "H", "H", "H", "H", "H", "H"], "positions_angstrom": [[0.01740, -0.10983, -0.24244], [2.15551, 0.41338, 3.18074], [1.78106, 0.19747, 2.03875], [0.57916, 0.39721, 1.60346], [2.70606, -0.43544, 0.95078], [3.91960, -0.49461, 1.11714], [2.03740, -0.90868, -0.03180], [0.40660, 5.48819, 0.43538], [0.28761, 3.36502, -0.33777], [2.36323, 3.11779, 0.27920], [0.87448, 4.12253, -2.28999], [1.28400, 6.04455, 0.10112], [0.42223, 5.46569, 1.52784], [-0.48161, 6.05265, 0.13898], [2.95201, 3.97904, -0.03894], [2.72529, 2.21438, -0.20446], [2.43415, 3.00063, 1.36043], [1.42693, 5.05899, -2.20723], [-0.01349, 4.25412, -2.90660], [1.47711, 3.33870, -2.73862], [-1.58963, -4.46593, 0.94556], [-0.50902, -4.40341, 0.04494], [0.58996, -3.14782, 0.22442], [1.43839, -3.93589, 1.39343], [2.61433, -3.36426, 1.95507], [1.51756, -3.63477, -1.00111], [1.57087, -2.98737, -2.26832], [-2.28504, -5.21874, 0.56727], [-2.10641, -3.50307, 1.02445], [-1.25192, -4.76640, 1.94346], [3.14835, -4.17698, 2.45230], [2.36907, -2.58929, 2.68543], [3.25873, -2.92579, 1.19397], [2.61878, -2.80897, -2.51006], [1.04536, -2.03774, -2.26837], [1.12804, -3.64937, -3.01809], [0.19347, 1.03488, -3.92554], [-0.10857, 0.86036, -2.52075], [1.08770, 1.14892, -1.65172], [-1.25476, 1.66163, -2.07747], [-0.43502, -0.57624, -2.19233], [-2.01250, 1.54050, 1.61240], [-2.67332, 0.56476, 0.93560], [-4.06908, 0.49531, 0.97864], [-4.73835, -0.50216, 0.29744], [-3.97112, -1.41807, -0.41557], [-2.60219, -1.28724, -0.42505], [-1.92792, -0.31510, 0.22239], [-2.52788, 2.01434, 2.33247], [-1.02811, 1.34850, 1.80995], [-4.61493, 1.24304, 1.53991], [-5.81793, -0.56562, 0.33257], [-4.43361, -2.22736, -0.96394], [-1.97803, -1.96642, -0.98936]], "nbo_charge": [1.1271, -0.6614, 0.6855, -0.8441, 0.6802, -0.6835, -0.8129, -1.0487, 1.1465, -0.9982, -0.9978, 0.1909, 0.1922, 0.1873, 0.1974, 0.2364, 0.2175, 0.1920, 0.2160, 0.2435, -0.2528, -0.8273, 1.6835, -0.8343, -0.2599, -0.8269, -0.2474, 0.1677, 0.1728, 0.1666, 0.1619, 0.1869, 0.2150, 0.1779, 0.2281, 0.1521, -1.0149, 2.5558, -1.0450, -1.0358, -1.0593, -0.7761, 0.4243, -0.3065, -0.1484, -0.3227, 0.0912, -0.5446, 0.3740, 0.4453, 0.1989, 0.1994, 0.2083, 0.2262], "lumo_ev": [4.48, 4.47], "s_squared": 6.01, "charge": -2, "homo_lumo_gap_ev": [5.975, 6.678], "max_force_ev_per_a": 2.3, "homo_energy_ev": [-1.5, -2.2], "de_lowest_kcal_mol": 37.24, "multiplicity": 5}



3.
{"formula": "C2H6N4OS", "method": "ωB97M-V with the def2-TZVPD basis set", "elements": ["H", "N", "C", "N", "N", "N", "O", "C", "S", "H", "H", "H", "H", "H"], "positions_angstrom": [[-0.18274, -0.47573, -2.54965], [-0.38122, -1.00622, -1.65522], [-0.05239, -0.29091, -0.63657], [0.34952, 1.05429, -0.56375], [0.71819, 1.51938, -1.90012], [-0.37375, -1.05035, 0.55071], [-0.72612, -0.19949, 1.54271], [-0.18125, -0.77223, 2.78302], [-0.14208, 0.32670, 4.00581], [0.10991, 1.59080, 0.40955], [1.85682, 1.23757, -2.01250], [0.10222, 1.51200, -2.84668], [-1.32644, -1.51540, 0.13542], [0.22933, -1.93042, 2.73725]], "nbo_charge": [0.3398, -0.7625, 0.5310, -0.5105, -0.7278, -0.3509, -0.3992, -0.0160, 0.0192, 0.4487, 0.3871, 0.4032, 0.3880, 0.2500], "lumo_ev": -0.37, "smiles": "[H]/N=C(\\NN)NOC=S", "homo_lumo_gap_ev": 8.806, "max_force_ev_per_a": 4.8, "homo_energy_ev": -9.2, "de_lowest_kcal_mol": 163.16, "multiplicity": 1}



4.
{"formula": "C3H6N2O", "method": "ωB97M-V with the def2-TZVPD basis set", "elements": ["C", "C", "O", "N", "C", "N", "H", "H", "H", "H", "H", "H"], "positions_angstrom": [[-1.07243, -0.93189, -0.16783], [-0.69561, 2.46961, -0.11288], [-0.02385, 3.33965, -0.39396], [1.24335, 0.62218, 1.09393], [1.30701, -0.25056, 0.16440], [0.36052, -1.12555, -0.30659], [-1.39748, 0.02922, -0.58089], [-1.58094, -1.73386, -0.70727], [-1.39299, -0.98352, 0.87814], [0.33442, 0.63253, 1.55862], [2.26026, -0.34949, -0.36212], [0.65774, -1.71832, -1.06355]], "nbo_charge": [-0.4245, 0.4911, -0.4936, -0.7226, 0.2890, -0.6236, 0.2032, 0.2093, 0.1973, 0.3268, 0.1587, 0.3889], "lumo_ev": 0.89, "homo_lumo_gap_ev": 9.929, "max_force_ev_per_a": 1.5, "homo_energy_ev": -9.0, "de_lowest_kcal_mol": 35.13, "multiplicity": 1}



5.
{"formula": "C19H32N2O", "method": "ωB97M-V with the def2-TZVPD basis set", "elements": ["C", "C", "C", "C", "C", "C", "O", "C", "C", "C", "C", "C", "C", "H", "H", "C", "N", "C", "C", "N", "C", "C", "H", "H", "H", "H", "C", "C", "H", "H", "H", "H", "H", "H", "H", "H", "H", "H", "H", "H", "H", "H", "H", "H", "H", "H", "H", "H", "H", "H", "H", "H", "H", "H"], "positions_angstrom": [[-0.86806, -3.12634, -0.01240], [-1.75630, -2.01936, 0.20419], [-3.18780, -2.43706, 0.23933], [-4.30353, -1.45750, 0.55391], [-4.59979, -0.68626, -0.76893], [-5.15516, 0.79019, -0.12029], [-4.29843, 1.36345, 0.90387], [-2.94566, 1.75786, 0.22158], [-2.04040, 1.89099, 1.27537], [-0.62312, 2.05986, 1.07400], [-0.28744, 2.41599, -0.21557], [-1.26933, 2.20763, -1.35117], [-2.48032, 1.69905, -1.08503], [-3.18264, 1.90562, -1.75335], [-0.86242, 2.19080, -2.40770], [1.15976, 2.40752, -0.39667], [2.08857, 1.35910, 0.29829], [1.82003, 0.08958, -0.08292], [2.72869, -0.67556, 0.72392], [4.00102, -0.42904, 1.03201], [4.19015, 0.93050, 1.05199], [3.34418, 1.94864, 0.34243], [3.58623, 3.00485, 0.56471], [3.79222, 1.81381, -0.66870], [5.30194, 1.32643, 0.84611], [3.97063, 1.17393, 2.14978], [4.97341, -1.36051, 0.06287], [5.00051, -0.70894, -1.47152], [3.92028, -1.14003, -1.77413], [5.75473, -1.51987, -1.85653], [5.20846, 0.28527, -1.67666], [5.93180, -0.99522, 0.33410], [4.80064, -2.20508, 0.22176], [2.49017, -1.94878, 0.44892], [2.14462, -0.73876, 1.78745], [0.83238, 0.11572, -0.06938], [2.21373, -0.00451, -1.38010], [1.41613, 2.37036, -1.34306], [1.48658, 3.50098, -0.20360], [-0.05240, 2.31504, 1.97309], [-2.24816, 1.69166, 2.54974], [-6.17401, 0.86690, 0.62824], [-5.37546, 1.47814, -1.01408], [-3.75674, -0.53762, -1.16735], [-5.48707, -0.88165, -1.34379], [-3.81848, -0.88877, 1.39504], [-5.21777, -1.98103, 0.95010], [-3.47370, -3.14699, -0.64614], [-3.37938, -3.20265, 0.93818], [-1.95023, -1.16889, -0.50692], [-1.62897, -1.50101, 1.11711], [0.12032, -2.69335, -0.18073], [-0.95513, -3.52297, -1.15773], [-0.89928, -3.98217, 0.76637]], "nbo_charge": [-0.6101, -0.4451, -0.3850, -0.4096, -0.3986, -0.0859, -0.5281, 0.2553, -0.1883, -0.2179, -0.0434, -0.1702, -0.3164, 0.2218, 0.2236, -0.2508, -0.4248, -0.1747, -0.2011, -0.4712, -0.2127, -0.2391, 0.2360, 0.1326, 0.1965, 0.1791, -0.1045, -0.6513, 0.2169, 0.2101, 0.2172, 0.1841, 0.1414, 0.1787, 0.1790, 0.2304, 0.0381, 0.1826, 0.2041, 0.2357, 0.2280, 0.2060, 0.1631, 0.1826, 0.2227, 0.2203, 0.2132, 0.1779, 0.1942, 0.2064, 0.2032, 0.2173, 0.2038, 0.2267], "lumo_ev": 0.85, "homo_lumo_gap_ev": 8.617, "max_force_ev_per_a": 19.5, "homo_energy_ev": -7.8, "de_lowest_kcal_mol": 344.81, "multiplicity": 1}



6.
{"formula": "C28H44O11", "method": "ωB97M-V with the def2-TZVPD basis set", "elements": ["O", "C", "O", "C", "C", "O", "C", "O", "C", "C", "C", "C", "C", "C", "O", "H", "H", "H", "H", "H", "H", "H", "H", "C", "C", "C", "O", "H", "H", "H", "H", "H", "H", "C", "C", "C", "O", "H", "H", "H", "H", "H", "H", "C", "C", "C", "O", "H", "H", "H", "H", "H", "H", "C", "C", "C", "O", "H", "H", "H", "H", "H", "H", "C", "C", "C", "O", "H", "H", "H", "H", "H", "H", "C", "C", "C", "O", "H", "H", "H", "H", "H", "H"], "positions_angstrom": [[-4.59303, -4.22833, -2.68303], [-5.19070, -3.21056, -3.35837], [-4.56040, -2.43732, -4.47779], [-5.62989, -1.52433, -4.99846], [-6.83544, -1.60280, -3.86660], [-7.40491, -0.35638, -3.33129], [-6.74645, 0.07362, -2.08789], [-7.44089, 0.61780, -1.07958], [-5.10406, -0.05897, -1.93896], [-4.20401, 0.85099, -2.98050], [-2.57074, 0.72671, -2.90580], [-1.91860, -0.30609, -1.81212], [-2.82272, -1.19561, -0.75303], [-4.48441, -1.08447, -0.80054], [-6.56113, -2.73935, -2.96919], [-5.93860, -2.10765, -5.99014], [-5.30280, -0.47639, -5.41309], [-7.75229, -2.02756, -4.50045], [-4.76347, 1.53396, -3.74884], [-1.94597, 1.38931, -3.66030], [-0.74409, -0.40474, -1.80235], [-2.35505, -1.93455, 0.03790], [-5.17977, -1.70372, -0.07258], [0.05511, 1.25336, 1.65761], [0.36547, 1.86844, 0.31918], [0.55654, 3.36069, 0.26897], [0.45926, 1.17812, -0.69443], [-0.05690, 0.17004, 1.54190], [0.87405, 1.44788, 2.35473], [-0.88095, 1.66227, 2.04634], [1.39787, 3.64912, 0.90422], [-0.35713, 3.86352, 0.59582], [0.77456, 3.66420, -0.76054], [3.33255, -0.21087, 5.42886], [3.02632, 1.15644, 4.87864], [2.83334, 2.27491, 5.86740], [2.93717, 1.35211, 3.66765], [3.44643, -0.91821, 4.60047], [4.26661, -0.18261, 5.99562], [2.51079, -0.54761, 6.06590], [3.74519, 2.41396, 6.45371], [1.98937, 2.04895, 6.52398], [2.61874, 3.20343, 5.32765], [-7.14084, -0.13036, 1.83052], [-5.79120, 0.33238, 2.31050], [-5.74112, 1.10289, 3.60265], [-4.76870, 0.09022, 1.67129], [-7.02376, -0.67293, 0.88636], [-7.58668, -0.80304, 2.56755], [-7.79035, 0.73198, 1.66019], [-6.12457, 0.48514, 4.41869], [-6.32824, 2.02017, 3.51132], [-4.70293, 1.37189, 3.82476], [4.79014, 1.12310, -3.27160], [4.40769, 1.81807, -1.99223], [3.14446, 1.36750, -1.30880], [5.10081, 2.71949, -1.52344], [5.72315, 1.55191, -3.65258], [4.94595, 0.05782, -3.08347], [4.00752, 1.26686, -4.02082], [3.22694, 0.31308, -1.03317], [2.28851, 1.52213, -1.97052], [2.99446, 1.95709, -0.39807], [9.82729, 1.75424, -0.89728], [9.06939, 0.67312, -0.17422], [7.70981, 1.02333, 0.36867], [9.54298, -0.45310, -0.03246], [10.79152, 1.35852, -1.23372], [9.26040, 2.08427, -1.77147], [10.01018, 2.59450, -0.22273], [7.04853, 1.32078, -0.44913], [7.79831, 1.83101, 1.09960], [7.28051, 0.14663, 0.86530], [1.09654, -5.02863, 0.96602], [0.63522, -3.73306, 0.35387], [1.15315, -3.39043, -1.01734], [-0.13527, -2.98327, 0.95128], [0.64267, -5.14407, 1.95606], [0.78528, -5.86760, 0.33853], [2.18365, -5.02013, 1.07842], [0.84438, -4.15641, -1.73323], [2.24275, -3.30894, -0.99335], [0.73652, -2.42783, -1.33256]], "lowdin_charge": [0.0008, -0.2122, -0.0468, -0.0562, -0.2442, -0.0107, -0.2205, -0.0053, -0.0611, -0.0250, -0.0528, -0.0387, 0.0019, 0.0142, 0.0199, 0.1481, 0.1431, 0.1832, 0.0956, 0.0900, 0.0675, 0.0868, 0.1135, -0.0001, -0.4743, -0.0198, -0.0142, 0.0835, 0.0618, 0.0905, 0.0893, 0.0880, 0.0858, -0.0251, -0.4867, -0.0262, 0.0371, 0.0854, 0.0866, 0.0872, 0.0866, 0.0866, 0.0847, -0.0283, -0.4707, -0.0265, 0.0354, 0.0529, 0.0886, 0.0898, 0.0848, 0.0863, 0.0813, -0.0271, -0.4861, -0.0284, 0.0359, 0.0821, 0.0854, 0.0860, 0.0947, 0.0822, 0.0798, -0.0278, -0.4928, -0.0205, 0.0431, 0.0829, 0.0850, 0.0853, 0.0655, 0.0897, 0.0847, -0.0272, -0.4848, -0.0175, 0.0355, 0.0843, 0.0872, 0.0857, 0.0899, 0.0860, 0.0700], "lumo_ev": 0.05, "smiles": "O=C1OC[C@H](OC(=O)c2ccccc2)O1.CC(C)=O.CC(C)=O.CC(C)=O.CC(C)=O.CC(C)=O.CC(C)=O", "homo_lumo_gap_ev": 8.411, "max_force_ev_per_a": 10.0, "homo_energy_ev": -8.4, "multiplicity": 1}